C41H38AsI2N4O2SbSe4Tl | ωB97M-V/def2-TZVPD

Output
* HOMO: -10.120 eV
* total charge: +1
* ΔE to the lowest compared entry with this formula, charge and spin: 0.0 kJ/mol
* E_LUMO: -4.51 eV
* electronic energy: -402840.75410 eV
* frontier orbital gap: 5.613 eV

```
94
Properties=species:S:1:pos:R:3:mulliken_charge:R:1
H -3.482 3.165 3.180 0.42
H 0.479 2.575 6.088 0.47
H -3.333 5.223 -5.473 0.31
C 1.420 -1.686 3.141 0.72
As -1.002 3.065 1.326 0.49
H -3.425 1.107 0.761 0.24
Se 3.256 -1.233 -4.087 -0.26
H -1.779 -0.159 -2.208 0.36
C -1.594 0.873 -2.485 -0.54
C 2.951 -2.300 1.552 -0.24
C -2.073 5.465 0.419 0.36
H 0.976 7.788 0.957 0.44
C 0.071 -4.843 0.010 -0.57
H -1.790 2.647 7.077 0.41
H -2.891 0.878 -4.192 0.54
O -0.425 -1.304 -0.676 0.01
C -4.960 2.363 -0.056 -0.70
C -0.502 4.848 -3.383 -0.39
Se -0.231 -1.307 -6.018 -0.43
C -1.662 2.737 6.006 -0.54
H -3.057 7.217 -0.359 0.41
C -1.048 7.636 0.260 -0.87
Sb 1.457 0.131 -5.315 0.86
C -1.032 3.473 -3.083 0.45
C -3.145 4.462 0.240 0.27
H 1.124 5.408 1.600 0.49
H -3.763 2.938 5.616 0.43
N 1.892 -1.569 1.906 0.25
H -0.394 -1.392 4.222 0.35
C -2.771 2.900 5.185 -0.76
C -3.610 5.963 -4.720 -1.64
H 0.600 0.044 4.078 0.32
H -3.059 4.819 -2.967 0.40
C -4.413 4.703 -0.282 -0.10
H 0.012 7.354 -3.227 0.45
C -2.805 3.162 0.633 0.66
C -0.390 2.694 5.451 -0.60
C -0.336 -4.895 1.329 -0.51
H -5.668 1.553 -0.176 0.45
H -1.097 7.130 -6.078 0.27
H 0.286 3.309 -1.407 0.64
C 3.091 -3.299 3.703 -0.35
H 3.555 -3.977 4.410 0.44
C -3.700 2.116 0.473 -0.31
Tl 0.977 0.553 0.262 0.86
H -1.019 0.501 2.675 -0.32
H -1.248 -3.833 2.960 0.48
C -0.054 -3.623 -0.638 0.19
H 0.485 6.537 -5.536 0.30
N -1.374 5.853 -3.628 0.64
H -3.100 6.544 -2.716 0.04
H -1.581 7.910 -3.737 0.47
C -0.232 2.803 4.075 -0.48
C -0.974 -2.546 1.287 0.14
C -0.486 -2.422 -0.040 0.29
H 0.140 8.269 -5.528 0.42
C 3.584 -3.181 2.410 -0.93
C -1.936 2.782 -3.875 0.37
H -2.199 -1.629 2.771 0.51
H 4.437 -3.755 2.076 0.44
C -0.801 7.170 -3.928 -0.85
C -1.340 2.981 3.248 0.21
C 0.125 7.135 0.811 -0.77
I 0.300 -3.342 -2.669 0.30
C -2.817 5.770 -3.435 -0.12
C 1.996 -2.541 4.075 -1.08
C -0.888 -3.758 1.938 -0.22
I -0.145 -6.665 2.414 0.10
C -2.612 3.025 3.810 -0.08
C -1.563 -1.318 1.933 -1.01
H -3.436 6.953 -5.145 0.37
C -0.450 2.797 -2.020 -0.96
C -5.313 3.656 -0.425 -0.95
C -0.292 7.281 -5.357 -1.26
H -2.393 3.259 -4.735 0.46
N -0.733 1.535 -1.710 1.00
H -2.192 -0.810 1.200 0.02
H 0.469 -5.716 -0.491 0.44
H 0.765 2.759 3.647 0.42
H -6.300 3.849 -0.827 0.39
Se 1.774 -1.257 -2.306 0.07
H 1.581 -2.611 5.074 0.46
C -0.891 4.971 0.985 0.17
H -4.679 5.868 -4.520 0.45
Se 1.775 2.408 -5.119 -0.25
H -1.108 8.681 -0.017 0.44
N -0.543 -0.347 2.382 0.38
H 3.300 -2.173 0.530 0.41
C 0.236 -0.824 3.525 -0.87
O 0.714 5.004 -3.400 -0.68
C -2.146 6.808 0.063 -0.37
C -2.212 1.457 -3.580 -1.56
C 0.206 5.796 1.174 -1.02
H -4.706 5.706 -0.573 0.44
```

---

C5H10K | ωB97M-V/def2-TZVPD

Output
* HOMO: -14.623 eV
* total charge: +1
* ΔE to the lowest compared entry with this formula, charge and spin: 0.0 kJ/mol
* E_LUMO: -4.14 eV
* electronic energy: -21666.94510 eV
* frontier orbital gap: 10.485 eV

```
16
Properties=species:S:1:pos:R:3:mulliken_charge:R:1
H 3.489 0.486 1.039 0.32
C 3.027 0.863 1.972 -0.73
C 1.633 1.498 1.730 -0.54
C 1.611 2.797 2.576 -0.67
H 4.721 1.578 3.207 0.34
H 1.482 1.728 0.658 0.33
H 3.161 3.655 3.906 0.34
H 2.567 2.037 4.381 0.30
H 1.752 3.677 1.919 0.36
C 3.853 1.968 2.642 -0.57
H 4.238 2.673 1.879 0.25
H 0.656 2.933 3.119 0.41
H 2.935 0.009 2.671 0.30
C 2.818 2.678 3.515 -0.75
K -0.922 2.861 0.949 1.00
H 0.829 0.805 2.042 0.32
```

---

C20H39INO7PS | ωB97M-V/def2-TZVPD

Output
* HOMO: -9.033 eV
* E_LUMO: 0.33 eV
* electronic energy: -65422.64798 eV
* frontier orbital gap: 9.361 eV

```
70
Properties=species:S:1:pos:R:3:mulliken_charge:R:1
H 1.063 -4.890 -0.635 0.27
S 1.189 0.357 3.214 0.03
H 4.047 -3.161 2.981 0.40
C -4.335 0.857 -1.424 -1.27
H -1.860 -0.798 -0.163 0.16
C -1.765 4.868 -6.986 -1.16
C -3.301 3.138 -1.971 -0.98
C 3.580 -1.045 -0.983 -0.77
H -0.699 -2.655 -1.058 0.50
H 0.323 -2.388 3.399 0.11
C 2.138 -4.756 -0.772 -0.31
H 3.737 -0.434 -1.873 0.35
C -2.781 2.568 -6.470 -1.01
C 2.760 -1.681 2.251 0.96
H 2.691 -5.484 1.170 0.13
H -2.559 4.758 3.172 0.38
O -1.906 3.994 -4.778 -0.50
H 1.898 -1.760 1.573 -1.01
H -1.304 5.724 -6.500 0.30
C 1.277 -2.396 3.935 -0.52
O -3.410 2.272 0.245 -0.52
C -2.128 3.828 -5.955 0.84
H -1.075 4.443 -7.717 0.34
H 2.380 0.142 0.359 0.26
H -3.153 2.077 4.767 0.31
C -1.057 -1.162 0.475 -1.00
H 2.684 -6.716 -0.122 0.42
H -2.873 3.205 2.393 0.24
H 4.132 -0.042 2.279 0.34
C -0.164 -2.156 -0.246 0.00
H 2.368 -4.903 -1.828 0.39
H -1.781 2.206 5.899 0.30
C 2.920 -5.681 0.124 -1.01
H 4.000 0.733 0.145 0.44
I 3.615 -0.861 5.072 0.17
C -1.452 3.117 3.988 0.90
O -0.272 2.843 3.991 -0.59
H -4.540 0.191 -0.590 0.32
C 3.419 -0.180 0.273 -0.65
H -1.510 -1.620 1.355 0.34
H -2.823 3.995 -1.504 0.32
H 1.171 0.855 4.452 0.21
H 3.990 -5.532 -0.026 0.28
H -2.658 5.187 -7.526 0.33
H 4.455 -1.691 -0.873 0.38
P 2.243 -2.175 -1.405 0.88
O 2.153 -2.534 -2.825 -0.88
H 0.218 -2.919 0.436 0.03
C 3.844 -0.838 1.590 -1.01
C -3.658 2.113 -0.929 0.80
O 1.902 -4.728 3.620 -0.59
H -3.706 2.814 -6.995 0.32
H -0.467 -0.309 0.812 0.14
H -3.695 0.352 -2.150 0.31
H -2.823 3.612 5.561 0.35
H -1.349 4.048 2.073 0.25
H 1.080 -2.500 4.997 0.44
H -2.123 2.071 -7.185 0.33
O 2.474 -3.398 -0.414 -0.17
H 4.729 -1.462 1.449 0.42
C -2.095 3.830 2.832 -0.98
H -5.268 1.110 -1.931 0.42
N 3.130 -3.072 2.553 -0.07
C 2.107 -3.565 3.401 0.21
C 2.103 -1.166 3.542 0.07
H -2.625 2.712 -2.714 0.24
H -2.996 1.895 -5.644 0.22
H -4.198 3.462 -2.501 0.34
O 0.943 -1.442 -0.819 -0.34
C -2.354 2.724 5.133 -1.17
```

---

C4H7N3 | ωB97M-V/def2-TZVPD

Output
* HOMO: -7.337 eV
* ΔE to the lowest compared entry with this formula, charge and spin: 6.4 kJ/mol
* E_LUMO: 1.02 eV
* electronic energy: -8731.61253 eV
* frontier orbital gap: 8.361 eV
* SMILES: Nc1c[nH]c(N)c1

```
14
Properties=species:S:1:pos:R:3:mulliken_charge:R:1
N 2.490 -0.310 -0.005 -0.58
H -2.323 0.552 1.772 0.27
C -0.937 -0.525 -0.986 -0.95
H 2.960 0.185 -0.756 0.24
C -1.133 0.093 0.220 0.83
H 0.866 -1.238 -1.867 0.23
C 0.158 0.330 0.798 -0.68
H -2.749 1.301 0.389 0.25
H 0.363 0.827 1.738 0.29
H -1.642 -0.868 -1.727 0.38
N -2.402 0.428 0.769 -0.63
H 2.838 0.050 0.875 0.25
N 0.428 -0.665 -1.166 -0.04
C 1.089 -0.176 -0.077 0.13
```

---

C4H5N | ωB97M-V/def2-TZVPD

Output
* HOMO: -9.766 eV
* ΔE to the lowest compared entry with this formula, charge and spin: 224.4 kJ/mol
* E_LUMO: 0.90 eV
* electronic energy: -5716.52090 eV
* frontier orbital gap: 10.670 eV
* SMILES: N#CC1CC1

```
10
Properties=species:S:1:pos:R:3:mulliken_charge:R:1
C -1.469 -0.249 -0.934 0.21
N -2.258 -0.851 -1.535 -0.42
C 1.027 -0.023 -0.065 -0.61
H 0.254 0.569 1.926 0.22
H 1.767 0.787 -0.022 0.25
H 0.058 1.233 -0.807 0.31
H -0.273 -1.054 1.254 0.27
H 1.298 -0.880 -0.654 0.29
C -0.485 0.514 -0.217 -0.10
C 0.081 -0.046 1.053 -0.43
```

---

C28H29F3IMnNO9S3 | ωB97M-V/def2-TZVPD

Output
* HOMO (alpha / beta): -8.322 / -8.330 eV
* spin multiplicity: 6
* ⟨S²⟩: 8.755
* ΔE to the lowest compared entry with this formula, charge and spin: 237.1 kJ/mol
* E_LUMO (alpha / beta): 0.05 / -0.13 eV
* electronic energy: -129503.45703 eV
* frontier orbital gap (alpha / beta): 8.370 / 8.199 eV

```
75
Properties=species:S:1:pos:R:3:mulliken_charge:R:1
C -3.899 -3.872 0.883 -0.35
H -0.705 -0.249 -3.292 -0.20
C 1.493 0.861 -3.113 0.01
C -0.350 3.494 -0.812 -0.22
H -4.931 3.002 1.745 0.48
C 0.238 4.734 -0.633 -1.08
C -2.437 -2.116 0.206 0.33
C -2.075 4.510 -2.154 -0.61
C -2.199 1.144 3.904 0.61
N 0.928 0.540 -4.271 0.24
H -1.111 -5.133 -0.518 0.46
H -2.974 4.415 -2.746 0.49
C -3.629 -2.520 0.780 -0.35
C -1.478 5.746 -1.977 -0.55
H -4.680 2.000 -1.194 0.43
H 1.132 1.734 -5.964 0.34
C -1.512 3.396 -1.549 0.56
O 0.366 1.007 4.228 -0.69
S -2.318 1.773 -1.687 0.13
H -3.770 -1.541 6.146 0.42
H -2.292 2.438 5.593 0.45
O 0.291 -1.555 -0.360 -1.12
H -3.238 -5.876 0.496 0.38
O -0.804 1.720 1.733 -0.31
C 2.144 -0.896 4.254 0.43
C 1.560 0.826 -5.531 -0.87
H 1.415 0.002 -6.227 0.29
C -0.222 -2.592 -0.899 -0.44
H -0.492 -0.810 -4.969 0.40
O 0.933 0.831 -2.026 -0.48
H 2.540 1.189 -3.220 0.26
C -2.883 3.273 2.337 -0.75
C -1.820 -4.409 -0.151 -0.76
H -4.444 0.678 0.680 0.34
C -2.518 1.453 5.214 -0.74
C -3.009 -4.824 0.423 -0.39
H -3.764 3.337 -0.474 0.64
C -0.432 0.053 -4.304 -0.54
H -1.913 6.623 -2.433 0.42
F 3.088 -0.177 4.866 -0.23
C -3.799 2.259 -0.609 -1.19
H -2.539 3.888 1.506 0.48
H 0.093 2.603 -0.369 0.94
O 3.071 0.148 -0.160 -0.20
H -3.181 3.924 3.158 0.63
H 0.129 6.826 -1.068 0.41
H -2.204 -1.066 0.090 0.44
C -2.442 -0.115 3.389 0.52
C -3.092 0.486 6.018 -0.85
C -3.748 1.516 0.711 1.34
C -0.327 5.858 -1.211 -0.64
H -3.333 0.716 7.044 0.40
C -3.008 -1.081 4.202 -0.92
O -1.509 0.838 -0.868 0.06
I -5.754 -4.479 1.720 0.02
S -1.330 2.396 2.953 -0.06
H -3.180 -2.069 3.806 0.56
C -1.526 -3.056 -0.258 0.21
H -1.116 0.834 -4.652 0.31
H -4.294 1.718 2.769 0.38
C -3.335 -0.782 5.514 -0.55
H 2.626 0.979 -5.387 0.30
Mn 0.425 0.290 0.421 2.67
C -4.049 2.382 1.936 -1.33
S 0.995 0.184 3.228 0.97
O 1.872 0.884 2.309 -0.76
O 0.226 -3.200 -1.857 -0.71
H -4.342 -1.789 1.131 0.43
C 2.335 1.014 -0.086 0.05
F 2.756 -1.806 3.494 -0.22
O 0.156 -0.777 2.547 -0.56
H 1.133 4.806 -0.036 0.53
H -2.146 -0.359 2.382 0.12
H -2.742 1.107 0.827 -1.01
F 1.466 -1.558 5.197 -0.21
```

---

- What is the formula in the sixth record?
  C28H29F3IMnNO9S3